The following is a DFT calculation (wB97M-V/def2-TZVPD) of 7 unconnected molecules or ions with the total composition C27H53O13S6.

```
99
Properties=species:S:1:pos:R:3:forces:R:3
C 1.176 -4.553 1.703 0.1 -0.2 0.4
C 1.167 -6.053 1.450 -0.2 -0.1 0.2
H 0.573 -4.259 2.564 0.0 0.2 -0.2
H 3.029 4.137 2.955 -1.1 0.1 1.9
H 5.743 -9.129 1.510 -0.3 -0.1 0.1
C 2.073 -0.359 -2.601 0.4 -0.3 0.4
H 2.198 -4.177 1.813 -0.2 0.0 -0.1
C -2.073 5.245 0.733 -0.5 0.0 0.2
O -0.466 -0.229 -3.286 0.2 -0.1 -0.5
H -3.962 6.238 0.312 0.1 0.0 0.0
H 1.566 -0.873 -1.780 0.0 0.0 -0.2
C -2.340 0.747 1.065 0.0 0.0 -0.2
H -3.662 3.245 -6.063 0.0 0.0 0.2
H -0.034 -5.643 -1.238 0.1 0.2 0.1
H 3.296 -7.836 4.924 0.0 0.0 -0.2
H 2.124 3.046 -2.176 -0.2 -0.2 0.1
H 1.517 -4.868 -1.685 -0.2 0.1 0.1
O 1.281 -0.327 -5.124 -0.4 -0.2 0.1
H 3.590 1.170 -2.756 -0.1 0.0 0.1
H 6.738 -7.939 3.279 -0.1 -0.1 0.1
O 2.838 -9.797 3.091 0.1 0.4 -0.3
O -1.129 -0.240 4.291 0.3 -0.1 -0.1
O 0.095 4.297 -0.425 0.1 0.4 0.1
C 1.167 3.360 4.121 0.4 1.0 -1.0
H 0.001 5.523 4.348 0.0 -2.0 -0.5
H -0.894 -2.076 2.295 0.1 0.2 0.0
C -2.330 -0.767 1.278 -0.3 -0.2 -0.1
H 1.090 2.658 5.055 -0.3 1.3 -1.6
C 1.652 -6.232 0.012 0.3 -0.2 0.0
H -2.542 -1.308 0.351 0.1 0.0 0.2
H 7.058 -9.573 3.869 -0.1 0.1 -0.1
O -2.726 4.919 -4.261 -0.4 -0.1 0.4
C -0.932 6.587 -1.259 -0.1 0.4 -0.7
H 0.148 -6.445 1.548 0.1 0.1 0.0
H 5.291 -10.510 2.555 -0.1 0.2 0.0
H 1.076 2.689 3.138 0.0 1.5 2.4
C 2.622 4.112 4.067 -1.0 0.5 -1.0
C -2.888 6.427 0.230 -0.1 0.2 0.0
H 4.414 -6.813 3.968 -0.1 -0.1 0.0
C -5.812 5.017 -6.024 -0.1 0.1 -0.3
S 0.842 0.101 -3.811 0.2 0.2 0.1
S -0.433 5.540 0.100 0.2 -0.3 0.7
H -6.014 2.962 -6.738 0.0 0.1 0.2
O 1.290 -2.700 -0.166 -0.5 -0.2 0.0
H -6.822 5.392 -6.215 0.2 0.0 0.0
H -2.434 4.306 0.303 0.1 0.1 0.0
H 5.874 -7.982 5.571 -0.1 -0.1 -0.1
C 1.679 2.053 -2.288 -0.1 0.1 0.3
H 1.493 -7.255 -0.344 0.1 0.2 0.1
H -6.566 3.229 -5.075 0.1 0.0 -0.1
C 5.376 -9.421 2.497 0.6 -0.3 -0.2
C 2.718 0.944 -2.131 0.3 0.1 0.1
H 1.804 -6.584 2.163 -0.3 0.3 -0.3
C -5.802 3.504 -5.812 -0.2 -0.1 0.0
H 3.067 0.861 -1.097 -0.1 0.0 -0.2
H 2.729 -6.031 -0.037 -0.2 -0.1 0.0
H -3.350 1.121 0.874 0.1 0.0 0.0
H -4.664 6.573 -5.016 0.0 -0.2 0.2
C -0.945 -1.098 1.814 -0.1 -0.3 -0.3
O 0.746 0.649 2.829 -0.6 -0.9 0.3
H 0.901 1.942 -1.523 0.1 0.2 -0.1
C -4.417 3.172 -5.275 -0.1 -0.5 -0.3
C 6.261 -8.869 3.613 0.4 0.1 0.1
C -1.741 1.389 2.315 -0.4 0.5 -0.4
C 0.901 -5.224 -0.855 0.1 -0.5 -0.5
C -0.132 4.378 4.104 -4.1 -2.6 -0.8
O 0.291 6.346 1.060 -0.1 -0.4 -0.6
H -4.366 2.194 -4.794 0.1 0.2 0.1
H -2.046 5.174 1.822 0.2 -0.2 0.0
H -3.094 -1.042 2.014 0.1 0.0 -0.1
H -5.982 5.873 -4.027 0.2 -0.1 0.0
H 2.805 -1.026 -3.063 -0.3 0.0 0.0
C 1.078 1.862 -3.673 0.0 0.5 0.0
H -1.192 2.303 2.074 -0.1 -0.2 0.4
H 2.586 5.212 4.463 -0.2 -1.7 -0.6
C 4.153 -7.837 4.248 0.1 0.3 0.5
H -5.198 5.267 -6.898 -0.1 0.0 0.1
H -2.655 7.322 0.819 0.0 -0.1 0.0
S 3.751 -8.725 2.756 -0.1 0.1 0.0
C -2.458 6.639 -1.221 -0.3 0.0 -0.3
H -2.510 1.603 3.063 0.3 0.0 0.0
H -0.568 6.162 -2.198 0.1 0.0 0.2
H -0.190 -1.025 1.027 -0.1 0.0 0.2
H 5.041 -9.517 5.273 0.0 0.1 0.0
H 0.126 2.378 -3.803 0.0 -0.2 -0.1
H -1.726 0.996 0.191 -0.1 -0.1 0.1
O -1.390 3.954 3.801 6.4 2.6 1.4
S -4.088 4.456 -4.083 0.5 -0.2 0.1
S -0.616 0.185 3.006 0.5 0.5 -0.2
H -0.493 7.576 -1.104 0.0 -0.2 0.1
S 0.495 -3.851 0.214 0.2 0.3 0.1
H -2.831 7.589 -1.618 0.1 -0.1 0.0
O -4.601 4.031 -2.798 0.4 0.3 -0.3
O -0.945 -3.786 0.353 0.4 0.1 -0.2
H -2.871 5.837 -1.844 0.1 0.2 0.2
C 5.359 -8.575 4.811 0.1 -0.1 0.2
C -5.213 5.660 -4.774 -0.4 0.6 -0.2
H 1.782 2.167 -4.453 -0.1 -0.1 0.0
O 3.470 -7.767 1.705 0.1 -0.8 0.2
```
Forces are in eV/Å.

As for the molar mass: 778.11 g/mol. As for the charge: -1. As for the maximum force: 7.023 eV/A. For the lowest unoccupied orbital energy, the calculation gives 1.53 eV.

Mulliken atomic charge list, values in e, 4 entries: atom 1 (C): -0.78, atom 2 (C): -0.19, atom 3 (H): 0.44, atom 4 (H): -0.03

The following is a DFT calculation (wB97M-V/def2-TZVPD) of 2 unconnected molecules or ions with the total composition C7H10.

```
17
Properties=species:S:1:pos:R:3:forces:R:3
C 0.597 -0.674 -1.147 0.1 0.2 -0.2
H -2.125 -0.369 -1.277 0.0 0.0 -0.1
H -0.472 -2.437 -0.624 0.1 0.1 0.1
H 0.584 -1.859 0.643 0.0 0.0 -0.1
H 0.734 -1.107 -2.136 0.0 0.1 0.1
C 0.721 1.394 0.187 0.3 0.2 -0.4
C -0.098 -1.522 -0.157 -0.1 -0.2 0.2
H -1.585 1.009 1.713 0.0 -0.2 0.0
H -1.663 -0.302 -1.866 -0.2 0.0 0.0
H 0.608 2.476 0.142 0.1 -0.2 0.0
C 0.651 0.746 1.472 -0.3 -0.2 0.1
H 0.782 1.398 2.335 -0.1 0.0 -0.2
H 1.280 -0.141 1.569 -0.1 0.2 0.0
C -0.867 0.298 1.320 -0.1 -0.3 0.2
C -1.128 -0.843 0.714 0.4 0.4 0.0
C 0.840 0.676 -1.009 0.0 0.0 0.1
H 1.045 1.245 -1.914 0.0 -0.1 0.1
```
Forces are in eV/Å.

As for the energy above the lowest of the compared OMol25 structures with the same formula, charge and spin: 124.5 kcal/mol. As for the molar mass: 94.16 g/mol. As for the maximum force: 0.569 eV/A. For the lowest unoccupied orbital energy (spin up / spin down), the calculation gives -0.23 / -0.22 eV.

Mulliken atomic charge list, values in e, 4 entries: atom 1 (C): -0.64, atom 2 (H): 0.03, atom 3 (H): 0.31, atom 4 (H): 0.33

The following is a DFT calculation (wB97M-V/def2-TZVPD) of a molecular structure, C32H40F2Ge2N3Ru.

```
80
Properties=species:S:1:pos:R:3:forces:R:3
C 4.318 4.051 0.703 0.0 0.0 0.0
C 2.842 2.172 0.498 0.0 0.0 0.0
C -0.552 -0.436 -4.132 0.0 0.0 0.0
C 0.101 -0.892 -2.986 0.0 0.0 0.0
H 1.582 -1.766 1.376 0.0 0.0 0.1
H -1.399 2.462 0.832 -0.1 0.1 0.1
H -0.673 -3.397 2.029 0.0 0.0 0.0
H 2.966 -0.930 -0.814 0.0 0.0 0.0
H -1.740 -1.257 2.732 0.0 0.0 0.0
Ge -0.687 -0.819 -1.187 0.0 0.1 -0.1
C 0.258 1.995 3.093 0.3 0.0 0.0
H -0.904 -5.194 -1.951 0.0 0.0 0.0
H 1.195 2.189 -1.524 0.0 0.0 0.0
C 1.541 -3.801 -0.408 0.0 0.0 0.0
C -1.609 1.160 4.363 0.0 0.0 0.0
H 3.646 5.621 1.998 0.0 0.0 0.0
C -0.913 1.250 3.175 -0.2 0.0 0.1
H -1.278 -4.830 1.186 0.0 0.0 0.0
H 2.875 1.963 -2.041 0.0 0.0 0.0
H -5.647 -1.971 -1.086 0.0 0.0 0.0
C -4.914 -1.227 -1.368 0.0 0.0 0.0
H -0.494 -0.210 -6.261 0.0 0.0 0.0
H 4.667 2.400 -0.609 0.0 0.0 0.0
H 1.923 -3.991 -1.410 0.0 0.0 0.0
N 0.921 1.900 1.851 0.0 0.4 -0.1
C 3.435 4.639 1.595 0.0 0.0 0.0
C 2.279 3.980 1.978 0.0 0.0 0.0
C 1.934 -1.644 -4.393 0.0 0.0 0.0
H -3.177 -0.213 2.574 0.0 0.0 0.0
H 3.763 -0.318 0.656 0.0 0.0 0.0
H 1.587 4.453 2.657 0.0 0.0 0.0
H -2.860 2.147 1.806 0.0 0.0 0.0
H -1.653 1.709 6.434 0.0 0.0 0.0
H -3.276 -2.394 -0.656 0.0 0.0 0.0
C 2.013 1.469 -1.590 0.0 0.0 0.0
C 1.274 -1.172 -5.520 0.0 0.0 0.0
C 3.402 -0.056 -0.333 0.0 0.0 0.0
H 2.899 -2.125 -4.489 0.0 0.0 0.0
C 1.351 -1.500 -3.144 0.0 0.0 -0.1
C -3.565 -1.462 -1.130 0.0 0.0 0.0
C -1.116 1.793 5.499 0.0 0.0 0.0
N 2.355 0.986 -0.220 0.0 0.0 0.0
H -2.247 -3.358 1.212 0.0 0.0 0.0
H 1.728 3.091 4.222 0.0 0.0 0.0
Ge -0.331 -3.232 -0.499 0.0 0.1 0.1
H -6.368 0.141 -2.150 0.0 0.0 0.0
H -1.535 0.011 -4.061 0.0 0.0 0.0
Ru 0.492 0.417 0.792 0.3 -0.4 -0.3
C -1.129 -4.129 -2.043 0.0 0.0 0.0
C -4.370 0.908 -2.323 0.0 0.0 0.0
H -2.580 1.247 0.299 0.0 0.0 0.0
N -1.345 0.642 1.919 -0.2 0.0 0.0
C 0.031 -0.570 -5.385 0.0 0.0 0.0
H 1.570 -4.741 0.146 0.0 0.0 0.0
C -2.234 -0.516 2.113 0.0 0.0 0.1
C -5.318 -0.043 -1.965 0.0 0.0 0.0
H -2.302 1.431 -2.357 0.0 0.0 0.0
H -2.460 -0.931 1.138 0.0 -0.1 0.0
C 1.355 -0.892 2.008 -0.1 -0.1 -0.1
H -0.688 -3.755 -2.966 0.0 0.0 0.0
H 0.482 2.958 6.324 0.0 0.0 0.0
C 2.005 2.707 1.473 0.0 0.0 0.1
C 4.005 2.826 0.133 0.0 0.0 0.0
H 5.231 4.559 0.422 0.0 0.0 0.0
C -3.025 0.667 -2.086 0.0 0.0 0.0
H -4.679 1.837 -2.785 0.0 0.0 0.0
H -2.520 0.584 4.435 0.0 0.0 0.0
C -2.101 1.695 1.165 0.1 -0.1 -0.1
H 1.716 0.634 -2.210 0.0 0.0 0.0
C -2.598 -0.524 -1.491 0.0 0.0 0.0
H -2.208 -3.999 -2.089 0.0 0.0 0.0
C 0.073 2.498 5.435 0.0 0.0 -0.1
C -1.229 -3.739 1.158 0.0 0.0 0.0
H 2.212 -3.106 0.094 0.0 0.0 0.0
H 1.885 -1.868 -2.276 0.0 -0.1 0.0
H 1.722 -1.279 -6.499 0.0 0.0 0.0
F 2.515 -0.466 2.586 0.0 0.0 -0.1
H 4.236 0.290 -0.945 0.0 0.0 0.0
C 0.769 2.599 4.238 0.0 0.0 0.1
F 0.570 -1.331 3.035 0.0 0.0 0.1
```
Forces are in eV/Å.

As for the energy above the lowest of the compared OMol25 structures with the same formula, charge and spin: 0.0 kcal/mol. As for the molar mass: 750.98 g/mol. As for the charge: +1. As for the maximum force: 0.538 eV/A. For the lowest unoccupied orbital energy (spin up / spin down), the calculation gives -4.80 / -4.21 eV.

Mulliken atomic charge list, values in e, 4 entries: atom 1 (C): -0.94, atom 2 (C): 0.57, atom 3 (C): -0.70, atom 4 (C): 0.39

The following is a DFT calculation (wB97M-V/def2-TZVPD) of a molecular structure, C4H3LiO2Tb.

```
11
Properties=species:S:1:pos:R:3:forces:R:3
O 2.187 -2.312 -2.203 -1.4 -0.3 1.2
H -0.124 -0.066 -0.962 0.1 -0.1 0.3
O -0.161 0.729 0.957 -1.9 3.3 2.5
C 1.373 -2.485 -1.386 1.4 0.4 -1.0
Li 1.425 1.570 0.527 0.3 -0.4 -0.2
H 0.095 -1.813 1.591 0.0 0.1 -0.3
Tb -1.947 1.771 2.111 1.3 -1.2 -1.0
H 0.044 -3.648 -0.338 0.3 0.2 0.1
C 0.150 -1.574 0.522 0.3 0.3 -0.4
C 0.526 -2.669 -0.385 -0.7 -0.1 0.0
C -0.050 -0.303 0.108 0.4 -2.4 -1.2
```
Forces are in eV/Å.

Its spin multiplicity is 8. As for the molar mass: 248.93 g/mol. As for the charge: +2. The expectation value of S² is 15.77. As for the maximum force: 4.580 eV/A. For the lowest unoccupied orbital energy (spin up / spin down), the calculation gives -8.48 / -9.66 eV.

Mulliken atomic charge list, values in e, 4 entries: atom 1 (O): -0.30, atom 2 (H): 0.54, atom 3 (O): -0.86, atom 4 (C): 0.55

The following is a DFT calculation (wB97M-V/def2-TZVPD) of a molecular structure, C21H30GaN2Si.

```
55
Properties=species:S:1:pos:R:3:forces:R:3
C -0.105 -0.713 2.895 0.6 -0.6 -0.2
H -3.341 0.992 -1.008 0.1 -0.2 0.1
C 0.573 -1.586 1.993 -0.3 0.7 0.6
H 2.756 -2.354 -4.225 0.0 0.3 0.0
H -0.133 0.305 0.292 -1.2 0.2 1.2
Si 1.156 0.656 -0.765 1.0 1.7 -0.2
H 0.647 3.100 -0.848 -0.2 0.1 -0.2
C 3.921 0.697 -0.232 0.0 -0.1 0.6
H -3.735 -0.579 -1.711 -0.2 0.4 0.2
C 4.790 0.727 2.027 -0.2 0.2 0.0
C -1.462 -1.229 3.057 0.1 -0.2 -0.4
H 1.511 1.704 1.987 0.5 -0.2 -0.1
N -2.341 -0.656 -0.147 -0.5 0.1 0.1
C 2.487 1.350 1.622 0.4 -0.2 0.0
H 1.364 -0.800 -0.517 -1.2 -0.4 0.5
H -0.888 2.278 -1.234 0.0 -0.1 0.0
H -3.726 0.718 3.213 0.1 -0.1 -0.4
H 4.062 0.495 -1.296 0.0 0.1 0.3
H 2.561 -1.472 -1.976 -0.3 0.3 -0.2
H 5.602 0.530 2.725 -0.2 0.1 -0.2
C -4.799 -0.157 0.126 -0.7 -0.1 -0.1
H -2.115 -0.958 3.891 0.2 -0.2 -0.3
Ga -1.600 0.529 1.499 0.5 -2.7 0.0
C 4.989 0.551 0.655 -0.1 0.0 0.0
H 1.455 1.421 -5.825 -0.1 -0.1 0.2
C 2.391 -1.335 -4.096 -0.1 0.2 0.0
H -2.487 -1.631 0.141 0.0 0.3 0.0
H -1.572 -0.686 -0.826 -0.4 0.0 0.2
H -5.410 0.737 -0.051 0.0 -0.1 0.0
C 1.343 1.233 -3.672 0.2 -0.5 -0.3
H -4.057 1.663 1.910 -0.1 -0.4 0.2
C 2.653 1.040 0.262 0.2 0.5 0.2
C -3.569 -0.053 -0.762 0.9 -0.4 -0.5
H -0.395 2.550 0.480 0.4 -0.6 -0.3
H 5.967 0.252 0.276 -0.2 0.1 0.1
C 1.600 0.408 -2.567 0.1 0.0 -0.5
C 1.618 0.766 -4.971 -0.3 -0.1 0.0
H 3.391 1.334 3.579 0.2 0.0 -0.3
H 1.625 -1.506 1.712 -0.5 0.1 0.0
N -3.715 0.733 2.188 0.2 0.7 -0.4
H 0.912 2.229 -3.537 0.2 -0.3 -0.1
C 3.553 1.165 2.511 -0.2 0.0 -0.1
C -0.045 2.308 -0.536 1.0 0.1 -0.9
C 2.236 -0.832 -2.803 -0.4 -0.2 -0.5
C -1.544 -2.423 2.262 -0.2 0.5 0.4
C 2.029 -0.555 -5.199 0.1 0.3 0.4
C -0.323 -2.595 1.589 -0.1 0.0 0.3
H -5.594 -0.269 2.127 0.3 0.0 -0.3
H -2.374 -3.134 2.301 0.3 0.3 -0.2
H -4.189 -1.307 1.890 0.1 0.3 -0.1
H 2.075 -0.971 -6.212 0.1 0.3 0.4
H 0.354 0.073 3.508 -0.2 -0.4 -0.3
H -5.404 -0.999 -0.228 0.0 0.1 0.2
H -0.088 -3.413 0.903 -0.1 0.3 0.3
C -4.614 -0.330 1.625 0.2 0.1 0.4
```
Forces are in eV/Å.

As for the energy above the lowest of the compared OMol25 structures with the same formula, charge and spin: 0.0 kcal/mol. As for the molar mass: 408.29 g/mol. As for the charge: +1. As for the maximum force: 2.738 eV/A. For the lowest unoccupied orbital energy (spin up / spin down), the calculation gives -4.91 / -4.98 eV.

Mulliken atomic charge list, values in e, 4 entries: atom 1 (C): -0.42, atom 2 (H): 0.32, atom 3 (C): -0.80, atom 4 (H): 0.36

The following is a DFT calculation (wB97M-V/def2-TZVPD) of 2 unconnected molecules or ions with the total composition C4H9O2.

```
15
Properties=species:S:1:pos:R:3:forces:R:3
C -1.686 -0.984 0.957 -0.2 0.1 -0.3
H 0.504 1.071 -1.544 0.1 0.1 0.4
O 0.333 -0.968 -0.328 0.0 0.2 -0.2
H 1.282 2.225 -2.558 -0.3 0.3 -0.3
C -0.273 -1.512 0.621 0.1 -0.5 0.3
H 1.950 2.437 -0.110 0.0 -0.1 -0.1
C 0.556 2.150 -1.746 0.3 -1.3 0.2
H -1.909 -0.060 0.416 0.1 0.1 0.1
O 0.113 -2.460 1.348 0.0 0.2 -0.1
H -0.469 2.371 -2.040 0.2 0.6 -0.2
H 0.339 2.951 0.270 -0.1 0.2 -0.1
C 1.070 2.921 -0.537 0.0 -0.1 -0.1
H -1.786 -0.846 2.033 0.0 0.1 0.0
H -2.441 -1.715 0.651 0.1 -0.1 0.1
H 1.372 3.924 -0.847 -0.2 0.2 0.3
```
Forces are in eV/Å.

As for the energy above the lowest of the compared OMol25 structures with the same formula, charge and spin: 3.3 kcal/mol. As for the molar mass: 89.11 g/mol. As for the charge: -1. As for the maximum force: 1.322 eV/A. For the lowest unoccupied orbital energy, the calculation gives 3.95 eV.

Mulliken atomic charge list, values in e, 4 entries: atom 1 (C): -0.77, atom 2 (H): 0.18, atom 3 (O): -0.68, atom 4 (H): 0.30